No. 1
# C61H61N12O20

A 10-piece molecular cluster, C61H61N12O20 overall in a non-equilibrium geometry (ωB97M-V with the def2-TZVPD basis set, the Open Molecules 2025 dataset).

The total charge is +1. The total energy is -4521.88828 Eh. The calculation puts the strongest force on any atom at 0.0875 Eh/bohr.

Element x y z (Å)
C1 -4.606346 -0.525275 -1.991569
C2 -4.579421 -1.952202 -1.477601
O1 -4.977473 -2.800262 -2.150948
O2 -4.124398 -2.211158 -0.224871
C3 -2.690902 -2.172756 -0.169435
C4 -2.224728 -3.364773 0.652561
C5 -0.710664 -3.589630 0.637605
C6 -0.060492 -3.606032 -0.760040
N1 1.069654 -2.629460 -0.809047
C7 1.183285 -1.877348 -1.911525
N2 1.715196 -2.438277 -3.003986
N3 0.837565 -0.604273 -1.957512
H1 -4.164569 -0.508043 -2.980784
H2 -4.082714 0.116878 -1.285768
H3 -5.640103 -0.208061 -2.073224
H4 -2.244768 -2.108752 -1.163790
H5 -2.424840 -1.264332 0.383317
H6 -2.699564 -4.250735 0.236030
H7 -2.544668 -3.197867 1.669648
H8 -0.226464 -2.877388 1.304426
H9 -0.537379 -4.559555 1.093268
H10 -0.788935 -3.486857 -1.556583
H11 0.363149 -4.597895 -0.889544
H12 1.083542 -2.028310 0.007694
H13 2.339467 -3.192595 -2.709805
H14 2.322516 -1.734575 -3.427558
H15 0.012049 -0.283621 -1.476077
H16 1.440941 0.073922 -2.399473
C8 -6.804632 -4.056480 -5.323500
C9 -7.419198 -3.588329 -6.479185
C10 -6.709361 -2.805047 -7.376861
C11 -5.386355 -2.506419 -7.103777
C12 -4.765729 -2.961012 -5.955394
C13 -5.478972 -3.737745 -5.061490
N4 -4.610882 -1.698182 -8.051374
O3 -5.169686 -1.283160 -9.044165
O4 -3.435000 -1.494410 -7.782179
H17 -7.360433 -4.669692 -4.626175
H18 -8.452347 -3.835301 -6.681496
H19 -7.189439 -2.441576 -8.273820
H20 -3.733599 -2.717208 -5.750172
H21 -5.000094 -4.095053 -4.163467
C14 3.737368 5.621021 -2.776196
C15 3.754258 5.419100 -1.400553
C16 3.893283 4.138774 -0.893966
C17 4.018350 3.074746 -1.773073
C18 3.997460 3.262060 -3.146414
C19 3.854716 4.544457 -3.647237
N5 4.187535 1.721448 -1.236660
O5 4.173598 1.573636 -0.032413
O6 4.319734 0.794712 -2.027581
H22 3.634088 6.623290 -3.171175
H23 3.662846 6.258990 -0.714811
H24 3.906762 3.984375 0.175748
H25 4.093008 2.426975 -3.825223
H26 3.838898 4.706877 -4.716425
C20 -0.784186 6.793821 3.606407
C21 -0.310505 8.098401 3.585277
C22 0.885490 8.390949 2.952152
C23 1.592063 7.368095 2.342186
C24 1.135471 6.061971 2.361039
C25 -0.060600 5.776572 2.999043
N6 2.848273 7.679964 1.650706
O7 3.234978 8.825887 1.665691
O8 3.435028 6.761153 1.090256
H27 -1.722081 6.570071 4.098102
H28 -0.876538 8.886542 4.061453
H29 1.252510 9.406815 2.936939
H30 1.695973 5.269595 1.886574
H31 -0.431314 4.760480 3.020324
C26 -2.240119 0.853731 -10.831739
C27 -2.292423 0.847425 -9.443887
C28 -1.641290 1.837081 -8.725369
C29 -0.947637 2.822922 -9.404748
C30 -0.882552 2.837904 -10.786544
C31 -1.533767 1.845053 -11.501543
N7 -0.273986 3.882212 -8.639825
O9 -0.331777 3.825871 -7.423148
O10 0.302688 4.751543 -9.261707
H32 -2.753709 0.083387 -11.392950
H33 -2.840756 0.072417 -8.917782
H34 -1.681551 1.831473 -7.645896
H35 -0.335636 3.608880 -11.309419
H36 -1.493045 1.845923 -12.582419
C32 2.058824 -3.704815 6.730058
C33 2.152138 -2.856056 5.634861
C34 1.043915 -2.635606 4.833483
C35 -0.149959 -3.268073 5.143521
C36 -0.255019 -4.121255 6.228089
C37 0.858454 -4.338924 7.023184
N8 -1.334042 -3.018881 4.311240
O11 -1.206819 -2.275295 3.346315
O12 -2.373560 -3.556446 4.621768
H37 2.924797 -3.870755 7.357628
H38 3.089849 -2.364064 5.410011
H39 1.118902 -1.973739 3.982965
H40 -1.188124 -4.613546 6.461098
H41 0.789737 -5.000933 7.875227
C38 5.705942 -1.346178 1.763069
C39 6.368746 -0.509422 2.650054
C40 6.272800 -0.732663 4.015649
C41 5.512724 -1.795987 4.472660
C42 4.843993 -2.633613 3.599636
C43 4.942971 -2.404000 2.238543
N9 5.418002 -2.049957 5.917878
O13 5.996396 -1.288612 6.663964
O14 4.758217 -3.010064 6.278774
H42 5.780071 -1.175825 0.696506
H43 6.960029 0.316137 2.278606
H44 6.787305 -0.080347 4.706146
H45 4.250943 -3.459521 3.965705
H46 4.425394 -3.052979 1.544212
C44 5.608250 -4.236031 -8.143408
C45 6.304932 -3.195951 -7.542213
C46 6.166618 -2.961974 -6.184755
C47 5.330480 -3.780101 -5.443720
C48 4.624390 -4.816944 -6.030518
C49 4.766304 -5.042586 -7.389092
N10 5.200208 -3.548847 -4.000968
O15 5.813732 -2.622782 -3.514945
O16 4.478395 -4.304516 -3.362184
H47 5.723061 -4.419635 -9.203643
H48 6.959049 -2.569211 -8.132405
H49 6.710171 -2.152609 -5.719278
H50 3.971871 -5.448304 -5.445303
H51 4.223636 -5.850238 -7.860573
C50 0.453830 3.334859 8.698584
C51 1.128979 4.345089 8.026582
C52 0.437453 5.452364 7.562938
C53 -0.926169 5.534231 7.783484
C54 -1.613773 4.532474 8.445200
C55 -0.916359 3.426811 8.903854
N11 -1.658704 6.718706 7.313864
O17 -1.026652 7.572782 6.718528
O18 -2.849277 6.777301 7.547632
H52 0.997689 2.473694 9.065136
H53 2.196176 4.271133 7.867233
H54 0.964371 6.237935 7.040710
H55 -2.679206 4.604036 8.609101
H56 -1.440661 2.637875 9.425687
C56 -5.943566 -2.113062 4.868866
C57 -5.237174 -1.029444 5.372014
C58 -5.283124 -0.738868 6.725271
C59 -6.036120 -1.543791 7.560667
C60 -6.751114 -2.622788 7.073150
C61 -6.702724 -2.906554 5.717319
N12 -6.066569 -1.251497 9.002045
O19 -5.440651 -0.284415 9.393358
O20 -6.710614 -1.995660 9.714104
H57 -5.900209 -2.340661 3.811298
H58 -4.646856 -0.411935 4.708246
H59 -4.732827 0.104871 7.115277
H60 -7.339868 -3.242851 7.733318
H61 -7.254116 -3.749240 5.323144

Atoms 1-2, force components in eV/Å:
0.5 -0.1 1.1
0.5 3.0 0.9

No. 2
# C61H66Cl3FN8O8P2SSi2Ti

C61H66Cl3FN8O8P2SSi2Ti as an isolated structure in a non-equilibrium geometry (ωB97M-V with the def2-TZVPD basis set, the Open Molecules 2025 dataset).

The total charge is 0. The total energy is -7394.29701 Eh. The calculation puts the strongest force on any atom at 0.0231 Eh/bohr.

Element x y z (Å)
Ti1 0.164941 1.142908 -0.116767
C1 -1.470119 2.310327 3.781288
Si1 -0.551015 0.743588 3.311035
C2 0.325262 0.167063 4.885478
C3 -1.769911 -0.600543 2.837189
N1 0.538596 1.037203 1.973091
P1 2.140583 1.162427 1.843183
C4 2.379116 1.421160 0.172299
P2 2.122965 2.984920 -0.466881
N2 0.521211 3.005847 -0.795439
Si2 -0.305784 4.251062 -1.727529
C5 -2.144706 4.176853 -1.455552
C6 0.218228 5.975338 -1.200503
C7 0.049402 4.127583 -3.561357
C8 2.516694 4.436866 0.532022
C9 1.558218 4.878330 1.441348
C10 1.828619 5.954603 2.269950
C11 3.052550 6.605302 2.186498
C12 4.013629 6.166158 1.287546
C13 3.751457 5.076307 0.471823
C14 3.055250 3.165779 -2.016246
C15 3.347256 1.987361 -2.703770
C16 3.925268 2.036901 -3.962477
C17 4.231402 3.261301 -4.542503
C18 3.957432 4.436854 -3.859516
C19 3.365541 4.389354 -2.605050
C20 2.945607 2.302829 3.011767
C21 2.332287 2.700106 4.193872
C22 3.020746 3.463294 5.125550
C23 4.332648 3.838356 4.881937
C24 4.947085 3.465299 3.694280
C25 4.256365 2.706585 2.763485
C26 2.907753 -0.409380 2.376410
C27 4.292095 -0.567479 2.388819
C28 4.863643 -1.767286 2.781487
C29 4.056464 -2.824967 3.180439
C30 2.678438 -2.678995 3.165945
C31 2.110575 -1.482941 2.755833
H1 -2.222191 2.080774 4.541573
H2 -1.966415 2.762384 2.924092
H3 -0.796524 3.059998 4.203989
H4 0.008816 0.780893 5.733031
H5 1.413485 0.207582 4.838236
H6 0.054029 -0.867271 5.107167
H7 -2.748298 -0.429239 3.293826
H8 -1.413629 -1.574211 3.183242
H9 -1.907530 -0.676186 1.759377
H10 -2.401048 4.317214 -0.404117
H11 -2.559239 3.232071 -1.804308
H12 -2.615454 4.979028 -2.030527
H13 -0.138913 6.231079 -0.200658
H14 -0.242944 6.668125 -1.910466
H15 1.293493 6.152450 -1.219197
H16 -0.366895 3.210568 -3.974005
H17 1.118245 4.153590 -3.778665
H18 -0.415395 4.975859 -4.072203
H19 0.600506 4.370758 1.494953
H20 1.083879 6.287359 2.981843
H21 3.259190 7.453333 2.826974
H22 4.972177 6.665818 1.228901
H23 4.516203 4.719598 -0.207107
H24 3.116092 1.038330 -2.235376
H25 4.146301 1.117162 -4.489420
H26 4.686783 3.299070 -5.523895
H27 4.195392 5.393985 -4.305524
H28 3.138388 5.316927 -2.096837
H29 1.307477 2.424555 4.394135
H30 2.528500 3.765861 6.041155
H31 4.873066 4.430203 5.609606
H32 5.964086 3.774652 3.488601
H33 4.730841 2.438734 1.826342
H34 4.938022 0.245878 2.083227
H35 5.940705 -1.875780 2.780709
H36 4.503907 -3.758962 3.495692
H37 2.037736 -3.499547 3.461567
H38 1.034154 -1.395887 2.700432
F1 -4.090872 0.791044 -6.202253
C32 -3.382442 -0.158474 -5.578509
C33 -2.142057 0.077468 -5.148858
N3 -1.387289 -0.888797 -4.520240
C34 -0.125625 -0.532557 -3.896439
C35 -0.311705 0.506615 -2.800072
O1 -1.228418 1.312251 -2.832389
O2 0.595616 0.448527 -1.883581
C36 -1.889010 -2.156717 -4.293689
O3 -1.256636 -3.045496 -3.757635
N4 -3.160411 -2.363441 -4.780865
C37 -4.027137 -1.444984 -5.368214
O4 -5.162532 -1.738687 -5.662815
H39 -1.680302 1.045666 -5.272692
H40 0.568912 -0.129661 -4.639163
H41 0.302428 -1.435090 -3.471923
H42 -3.551669 -3.272743 -4.581989
C38 -4.986703 -1.444791 1.097861
C39 -5.517166 -1.017654 -0.264635
C40 -4.709545 0.128022 -0.901982
C41 -5.311257 0.463412 -2.283801
C42 -4.693621 1.679361 -2.959992
C43 -4.880325 1.340109 -0.006404
O5 -5.953312 1.808512 0.285936
N5 -3.714189 1.915028 0.467530
C44 -2.472144 1.407525 0.222885
O6 -1.476501 2.045672 0.681967
N6 -2.224718 0.293603 -0.435963
C45 -3.253753 -0.338575 -1.089687
O7 -3.043654 -1.306394 -1.799729
H43 -5.615274 -2.223168 1.530967
H44 -4.978982 -0.607409 1.800449
H45 -3.970554 -1.840304 1.030859
H46 -6.547147 -0.670431 -0.173180
H47 -5.505802 -1.851545 -0.964500
H48 -6.381867 0.617695 -2.137390
H49 -5.190112 -0.427058 -2.903484
H50 -4.907726 2.593877 -2.401509
H51 -5.107226 1.804917 -3.961530
H52 -3.610753 1.578168 -3.057374
H53 -3.787431 2.764570 1.008807
Cl1 5.459613 -6.727847 2.050414
C46 3.923017 -6.426885 1.299751
C47 2.830095 -6.084738 2.075159
C48 1.607797 -5.864745 1.461332
C49 1.448699 -5.988572 0.085529
C50 0.087493 -5.821244 -0.549879
C51 -0.080655 -4.563854 -1.406529
N7 0.414911 -3.338530 -0.806639
C52 1.736948 -2.947100 -0.841147
C53 1.772942 -1.689691 -0.342912
N8 0.493645 -1.284808 -0.007732
C54 -0.290491 -2.298838 -0.314515
O8 -0.899709 -5.872308 0.464809
C55 -2.070248 -6.545660 0.014096
C56 -3.157765 -6.369232 1.014000
C57 -4.180191 -5.484877 0.857733
Cl2 -4.383109 -4.416564 -0.468834
S1 -5.275377 -5.491994 2.174210
C58 -4.358169 -6.701652 2.971891
C59 -3.269298 -7.071121 2.250781
C60 2.572676 -6.339154 -0.656848
Cl3 2.462995 -6.568623 -2.382088
C61 3.809606 -6.552411 -0.072445
H54 2.933832 -6.001183 3.148153
H55 0.742656 -5.607508 2.056370
H56 -0.054315 -6.673321 -1.228922
H57 -1.129679 -4.422688 -1.657377
H58 0.446803 -4.695367 -2.348746
H59 2.511129 -3.590972 -1.220382
H60 2.614852 -1.026115 -0.259015
H61 -1.367601 -2.305643 -0.251421
H62 -1.840293 -7.609540 -0.123624
H63 -2.395694 -6.144763 -0.949622
H64 -4.683205 -7.075950 3.928701
H65 -2.558592 -7.818890 2.572861
H66 4.660863 -6.828771 -0.677209

Atoms 1-2, force components in eV/Å:
0.9 0.2 0.8
0.0 0.0 0.0